No. 1
C32H90N6O10 | ωB97M-V with the def2-TZVPD basis set

Each line ends with the Mulliken charge.
Positions of all 138 atoms, in Å:
C: 5.94955 1.90421 3.85374  -0.88
O: 4.79376 1.65364 3.10051  -0.24
C: 4.65876 0.28924 2.73309  -1.20
C: 3.52133 0.14014 1.76514  1.50
C: 3.26417 -1.29803 1.34082  -1.70
N: 3.72529 0.97802 0.57415  -0.49
H: 5.97486 2.99673 3.93424  0.26
H: 6.89886 1.70807 3.33945  0.34
H: 6.02705 1.52035 4.87296  0.32
H: 5.58874 0.02053 2.20763  0.39
H: 4.57352 -0.40200 3.58045  0.43
H: 2.58317 0.55639 2.15465  -0.43
H: 4.12229 -1.72514 0.81962  0.47
H: 2.39964 -1.32177 0.67311  0.15
H: 2.96478 -1.94135 2.16957  0.49
H: 4.14578 1.86151 0.85046  0.33
H: 4.39895 0.57735 -0.07661  0.15
C: -3.93743 -7.05610 2.51537  -0.71
O: -4.24047 -5.69796 2.60476  -0.44
C: -3.16380 -4.77904 2.41067  -0.68
C: -2.94511 -4.32864 0.95442  0.38
C: -1.91743 -3.18520 0.91041  -0.79
N: -4.15301 -3.96747 0.22937  -0.50
H: -3.16075 -7.26979 1.77023  0.32
H: -4.81525 -7.64266 2.24229  0.28
H: -3.57238 -7.47602 3.46320  0.29
H: -3.47631 -3.94852 3.05159  -0.12
H: -2.28161 -5.27240 2.83445  0.54
H: -2.55337 -5.25512 0.51911  0.20
H: -1.03370 -3.34417 1.52954  0.50
H: -2.35290 -2.23217 1.22218  -0.17
H: -1.57549 -3.03253 -0.11566  0.37
H: -4.50702 -3.05879 0.51663  0.16
H: -4.84604 -4.63811 0.55973  0.36
C: 2.00846 -1.75199 -3.57855  -0.20
O: 3.34773 -2.16519 -3.62035  -0.40
C: 4.20647 -1.47184 -2.75099  0.00
C: 5.59255 -1.40864 -3.30397  0.13
C: 5.54157 -0.80780 -4.69737  -1.02
N: 6.16703 -2.79716 -3.46104  -0.78
H: 1.64606 -1.61368 -2.55087  -0.07
H: 1.39518 -2.53511 -4.01979  0.37
H: 1.80645 -0.80050 -4.07897  0.04
H: 3.95680 -0.40241 -2.58589  -0.34
H: 3.98034 -1.84783 -1.73901  0.40
H: 6.33063 -0.91012 -2.67692  0.43
H: 4.86330 0.04695 -4.69328  0.03
H: 5.27546 -1.51199 -5.48390  0.32
H: 6.54203 -0.48028 -4.99306  0.38
H: 5.90712 -3.42077 -2.70747  0.27
H: 5.75659 -3.16729 -4.30957  0.32
C: 2.50148 4.36506 -0.31387  -0.56
O: 2.21986 4.72229 1.04681  -0.53
C: 1.51326 3.62889 1.67949  0.08
C: 0.76999 4.27234 2.83133  0.20
C: -0.03605 3.21897 3.56724  -1.17
N: -0.10999 5.37665 2.43696  -0.61
H: 3.02748 3.41067 -0.33486  0.02
H: 3.13044 5.08847 -0.82736  0.41
H: 1.52553 4.30454 -0.79423  0.37
H: 0.89693 3.08005 0.96270  0.15
H: 2.30359 2.97342 2.05060  -0.06
H: 1.53358 4.65201 3.51939  0.36
H: -0.55015 3.73180 4.38882  0.53
H: 0.55044 2.48619 4.12490  0.59
H: -0.73958 2.69279 2.92325  -0.21
H: 0.47607 6.08502 1.99979  0.27
H: -0.49402 5.85602 3.24518  0.24
C: 2.39955 2.11805 -3.17328  0.10
O: 3.02275 1.79833 -4.39769  -0.12
C: 2.78714 2.69505 -5.46193  -1.09
C: 1.48231 2.33701 -6.16097  0.76
C: 1.71324 1.02033 -6.94560  -1.30
N: 1.17137 3.37230 -7.17519  -0.74
H: 1.32278 2.06532 -3.37372  0.33
H: 2.60602 3.15138 -2.86653  0.20
H: 2.67659 1.41150 -2.39943  -0.56
H: 2.82379 3.71616 -5.06325  0.34
H: 3.60611 2.58492 -6.17621  0.39
H: 0.57378 2.22387 -5.57096  0.24
H: 2.44221 1.18629 -7.74425  0.35
H: 0.81427 0.70686 -7.48293  0.40
H: 2.07334 0.16840 -6.36175  0.17
H: 1.95218 3.48862 -7.80757  0.28
H: 0.35460 3.06045 -7.68220  0.27
C: 0.38880 -1.04400 3.36312  -0.48
O: -0.13834 -0.03796 4.22317  -0.42
C: -1.51801 0.18959 4.07069  -0.27
C: -2.38028 -0.95223 4.63207  1.07
C: -3.88474 -0.71136 4.55272  -1.31
N: -2.04932 -0.93604 6.07625  -0.80
H: 1.47118 -0.99734 3.36461  0.09
H: -0.13606 -1.05416 2.40479  0.17
H: 0.10869 -2.00572 3.81643  0.42
H: -1.75772 1.18522 4.42465  0.39
H: -1.77276 0.11241 2.99862  -0.20
H: -2.15640 -1.93894 4.21546  0.13
H: -4.18270 -0.51621 3.50921  -0.05
H: -4.22226 0.22045 5.00924  0.42
H: -4.53345 -1.54500 4.81620  0.43
H: -2.38131 -1.59945 6.76578  0.26
H: -1.03881 -1.05843 6.14266  0.22
C: -1.45557 0.18274 -0.94747  -1.10
C: -0.14819 0.22528 -0.16649  1.50
O: 0.76349 1.07081 -0.82832  -0.30
H: -1.95505 1.14780 -0.79959  0.35
H: -2.11027 -0.50720 -0.40722  -0.30
H: -1.46073 -0.02660 -2.01220  0.49
H: 0.20223 -0.82161 -0.21231  -0.13
H: -0.26011 0.54011 0.87876  -0.31
H: 1.58491 1.08826 -0.31570  -0.13
C: -3.69218 -1.74870 -3.29820  -1.02
C: -2.57444 -2.80371 -3.25414  0.21
O: -2.92591 -3.95832 -2.52605  -0.61
H: -4.60575 -1.96896 -2.74617  0.23
H: -4.03618 -1.81498 -4.33698  0.36
H: -3.36727 -0.72267 -3.13380  0.31
H: -1.64813 -2.43681 -2.78125  -0.17
H: -2.39625 -3.25076 -4.23602  0.40
H: -3.10334 -3.78166 -1.59072  0.30
C: -6.77006 -0.65253 -0.27608  -1.52
C: -5.45560 -0.48044 0.42935  0.75
O: -5.22863 -1.38790 1.50718  -0.54
H: -6.86682 -1.67023 -0.66056  0.32
H: -6.89360 0.06014 -1.09169  0.38
H: -7.60989 -0.46281 0.39881  0.44
H: -5.39930 0.52462 0.86483  0.13
H: -4.61603 -0.49291 -0.26795  -0.25
H: -6.01165 -1.40068 2.06767  0.25
C: -3.65079 2.79176 1.33894  -0.12
C: -3.36773 4.11915 2.02903  -0.47
O: -2.60431 4.97377 1.19903  -0.63
H: -4.17408 2.99654 0.40203  0.45
H: -4.30901 2.18765 1.96531  0.17
H: -2.68434 2.36042 1.07802  -0.30
H: -2.79866 3.92040 2.94844  0.10
H: -4.25066 4.65371 2.39188  0.42
H: -1.65971 4.89795 1.48102  0.39

Relative energy (zero: lowest compared OMol25 entry of this formula, charge and spin): 122.7 kJ/mol
SMILES: COC[C@H](C)N.COC[C@H](C)N.COC[C@H](C)N.COC[C@H](C)N.COC[C@H](C)N.COC[C@H](C)N.CCO.CCO.CCO.CCO

---

No. 2
C22H26ClNO5 | ωB97M-V with the def2-TZVPD basis set

Each line ends with the Mulliken charge.
Positions of all 55 atoms, in Å:
C: 9.07725 -0.56960 1.07189  -1.09
C: 7.90289 -0.31168 0.20285  -0.17
H: 7.85531 0.84713 -0.11032  0.25
H: 7.78050 -0.95021 -0.73030  0.32
O: 6.68306 -0.80869 0.89110  -0.36
C: 5.33973 -0.56680 0.62400  0.70
C: 4.28033 -0.95040 1.62432  -2.03
C: 3.02962 -0.68949 0.95685  0.16
C: 2.65742 -0.22411 -0.28454  0.98
C: 3.76847 0.04907 -1.07129  -0.30
C: 5.00140 0.18167 -0.67730  -0.51
H: 5.71862 0.35716 -1.50761  0.31
H: 3.50700 0.28108 -2.16027  0.24
C: 1.28794 -0.03035 -0.56743  -1.23
N: 0.51546 0.71874 0.18125  0.06
C: -0.16368 1.82531 0.00754  0.45
O: 0.12023 2.16413 -1.17156  -0.73
C: -1.11428 2.39704 0.95705  -0.93
H: -1.12861 3.60626 0.55483  0.23
H: -0.71168 2.43419 2.00787  0.34
C: -2.45492 1.68707 0.70044  -0.22
C: -3.14715 1.87974 -0.45598  -1.24
O: -3.72590 0.71392 -0.91838  -0.44
C: -4.98637 0.35847 -0.21453  0.64
C: -5.64738 1.35912 0.16338  -0.51
C: -6.79076 0.84672 0.91909  -0.54
C: -7.37117 -0.61585 0.65579  -0.30
C: -6.63205 -1.16026 -0.16099  -0.17
C: -5.52035 -1.00567 -0.54646  0.68
C: -4.62216 -1.97668 -1.41658  -1.22
H: -3.74618 -2.12417 -0.99907  0.27
H: -5.27458 -2.85345 -1.82038  0.34
H: -4.33092 -1.44283 -2.41194  0.23
H: -7.09711 -2.42921 -0.35069  0.03
Cl: -8.94889 -0.96623 1.30909  -0.20
H: -7.38576 1.71880 1.58082  0.20
H: -5.24082 2.18008 0.45481  0.80
H: -2.24015 1.89492 -1.09535  0.45
H: -3.69947 2.70247 -0.69057  0.62
H: -2.36069 0.76326 1.11251  0.66
H: -3.01332 2.00777 1.70409  0.31
H: 0.17110 0.43408 1.45911  0.38
H: 1.10563 0.34171 -1.54583  0.75
C: 0.53492 -1.64529 -0.67436  -0.93
H: 0.76732 -1.92312 -1.70629  0.36
C: -0.75549 -1.35653 -0.66779  0.73
O: -1.49711 -1.57580 0.37782  -0.73
O: -1.27511 -0.97947 -1.75312  -0.56
H: -2.31525 -0.46383 -1.77760  0.45
H: 0.74434 -2.06333 0.19261  0.66
H: 2.30417 -0.93508 1.73483  0.14
H: 4.66500 -1.13442 2.38827  0.80
H: 10.07892 -0.26794 0.27632  0.27
H: 9.11155 -0.04515 1.98599  0.32
H: 9.18913 -1.68432 1.39201  0.27

Relative energy (zero: lowest compared OMol25 entry of this formula, charge and spin): 1913.7 kJ/mol

---

No. 3
C16H24F30Na5O12P5 | ωB97M-V with the def2-TZVPD basis set

Each line ends with the Mulliken charge.
Positions of all 92 atoms, in Å:
Na: -0.05257 -4.90596 0.77347  0.87
Na: 0.58485 1.98026 1.02794  0.71
Na: -2.02437 -0.77540 -1.41964  0.76
Na: -3.04677 -0.63607 2.92891  0.88
Na: 2.49322 -1.55933 3.38987  0.90
P: 1.91021 -5.59487 3.28591  1.25
F: 3.48264 -5.94408 3.32070  -0.36
F: 1.51990 -7.02043 2.63015  -0.36
F: 1.73370 -6.08488 4.79756  -0.35
F: 0.33734 -5.21967 3.21518  -0.35
F: 2.27106 -4.11252 3.84550  -0.37
F: 2.09302 -4.93801 1.77976  -0.41
P: -2.76656 -4.02952 -1.72685  1.30
F: -1.85456 -2.87289 -2.44510  -0.43
F: -2.88755 -4.71100 -3.16458  -0.36
F: -1.37904 -4.83490 -1.37824  -0.40
F: -3.62258 -5.21189 -1.07654  -0.37
F: -2.60738 -3.25720 -0.30058  -0.36
F: -4.08816 -3.10270 -1.94176  -0.37
P: 0.40741 -1.38173 0.81464  1.63
F: -1.05983 -1.13074 1.41862  -0.24
F: 0.55951 -2.69117 1.74680  -0.41
F: -0.10766 -2.37152 -0.34337  -0.43
F: 1.87665 -1.47762 0.18094  -0.31
F: 0.01538 -0.06555 -0.08387  -0.19
F: 1.13385 -0.40569 1.91107  -0.41
P: 3.88221 1.95032 3.14220  1.39
F: 5.19368 2.60956 2.46135  -0.38
F: 4.73459 1.64079 4.48048  -0.41
F: 3.39855 3.33018 3.79852  -0.37
F: 2.61162 1.15184 3.79444  -0.41
F: 3.02058 2.31159 1.79228  -0.41
F: 4.29936 0.52823 2.46275  -0.44
P: -1.48947 2.60732 3.46891  1.63
F: -0.62570 1.31330 2.95078  -0.64
F: -0.12137 3.23504 4.04029  -0.40
F: -1.18018 3.40692 2.06585  -0.41
F: -2.30714 3.86316 4.04089  -0.35
F: -2.74931 1.88116 2.72025  -0.41
F: -1.73584 1.91381 4.91389  -0.39
C: -8.09941 -0.19003 0.28102  -1.45
C: -6.93047 0.29372 -0.56349  0.25
C: -6.39232 1.71754 -0.37334  -0.20
O: -5.12257 1.47844 0.20486  -0.24
C: -4.78837 0.22561 0.23226  0.47
O: -3.75549 -0.26454 0.61556  -0.37
O: -5.79015 -0.53855 -0.31585  -0.32
H: -8.99293 0.32886 -0.06771  0.39
H: -7.89240 -0.00018 1.33923  0.32
H: -8.26269 -1.26463 0.24254  0.37
H: -7.19847 0.12201 -1.61052  0.33
H: -7.00664 2.25234 0.35214  0.30
H: -6.35883 2.26390 -1.31097  0.20
C: 4.45538 -1.09225 -3.79302  -1.37
C: 3.28540 -0.10617 -3.88612  0.30
C: 1.88362 -0.65890 -3.54047  -0.58
O: 1.50347 0.09747 -2.40204  0.02
C: 2.45100 1.03121 -2.09112  0.52
O: 2.39007 1.77642 -1.15579  -0.51
O: 3.47967 0.90343 -2.89994  -0.37
H: 5.38720 -0.58579 -3.56094  0.29
H: 4.56745 -1.58511 -4.76022  0.42
H: 4.23447 -1.84728 -3.03828  0.34
H: 3.21257 0.45134 -4.82414  0.40
H: 1.95042 -1.73465 -3.37734  0.33
H: 1.23069 -0.47652 -4.39393  0.31
C: -4.77785 4.80967 -2.43680  -1.31
C: -3.34067 4.35160 -2.44997  0.48
C: -2.35720 5.14406 -1.59836  -0.58
O: -1.54882 4.17925 -0.96141  -0.29
C: -2.12712 2.99610 -1.03768  0.20
O: -1.70053 1.98318 -0.56300  -0.03
O: -3.22436 3.03953 -1.80518  -0.34
H: -5.22980 4.37823 -1.53429  0.25
H: -5.35924 4.30060 -3.20472  0.36
H: -4.91452 5.88385 -2.35958  0.38
H: -3.01159 4.19786 -3.47940  0.27
H: -2.88849 5.76366 -0.87280  0.34
H: -1.72000 5.77153 -2.22016  0.30
C: 6.07222 0.95171 -0.37778  -1.26
C: 6.21963 -0.36979 0.34175  0.83
C: 4.94312 -1.20650 0.34786  1.12
O: 5.40037 -2.54861 0.25078  -0.41
C: 6.66343 -2.53615 -0.25047  0.52
O: 7.22493 -3.49233 -0.68907  -0.57
O: 7.12623 -1.28435 -0.30066  -0.45
H: 6.77014 1.67087 0.04986  0.28
H: 5.07760 1.39303 -0.32479  0.19
H: 6.31095 0.82830 -1.43614  0.41
H: 6.50991 -0.19076 1.37660  0.31
H: 4.18511 -0.89517 -0.37663  -0.38
H: 4.40255 -1.10522 1.29026  -0.55

---

No. 4
C4H6N4S2 | ωB97M-V with the def2-TZVPD basis set

Each line ends with the Mulliken charge.
Positions of all 16 atoms, in Å:
C: -1.87611 -0.36316 1.04989  -0.13
C: -2.94562 -1.07123 0.51615  -0.46
C: -1.56700 0.61337 0.13458  0.09
C: 1.47689 0.01082 -0.12943  0.33
N: -3.31234 -0.56489 -0.67350  -0.73
N: -2.47325 0.43531 -0.90654  0.30
N: 3.90720 -0.01501 -0.01002  -0.61
N: 2.59404 0.57405 0.20453  -0.05
S: 1.03739 -1.42891 -0.68945  -0.26
S: -0.22195 1.68278 0.08048  -0.31
H: -1.15809 -0.45610 1.80901  0.41
H: -3.46303 -1.89094 0.97107  0.46
H: -2.73698 0.96383 -1.70404  0.20
H: 4.53805 0.72520 -0.35344  0.26
H: 3.69134 -0.72682 -0.76796  0.27
H: 2.50945 1.51169 0.46868  0.22

Relative energy (zero: lowest compared OMol25 entry of this formula, charge and spin): 271.9 kJ/mol

---

Total energy across the listed records, respectively: -64053.944; -47467.817; -191644.267; -31873.084 eV.
F_max across the listed records, respectively: 3.1; 19.9; 3.0; 2.0 eV/A.